(1)
Here is C9H15Cl2CoInO6P as an isolated structure from the Open Molecules 2025 dataset. Energies are from ωB97M-V with the def2-TZVPD basis set.

Output
* LUMO level (alpha / beta): -15.610 / -19.434 eV
* charge: +4
* HOMO level (alpha / beta): -23.33 / -23.38 eV
* frontier orbital gap (alpha / beta): 0.2837 / 0.1450 hartree
* multiplicity: 5

```
35
Properties=species:S:1:pos:R:3:lowdin_charge:R:1
H -2.67112 -1.26088 -2.38588 0.139
H -0.56667 1.19088 2.54698 0.085
H 1.86131 3.26067 -0.98156 0.182
Co 0.06505 -0.59138 -0.85199 0.084
C 0.84233 4.17850 0.65091 0.032
H -3.42732 1.89331 1.63717 0.166
C -2.48542 1.35481 1.48212 -0.183
H -1.34836 -1.98946 -3.39411 0.130
H -2.73478 0.28987 1.36273 0.127
O -0.61037 1.80264 -9.51421 0.232
H -2.01202 1.01512 3.51608 0.120
H 1.77229 4.36913 1.20298 0.136
C -1.60343 -1.22776 -2.64230 -0.030
C 0.45765 -1.20467 -8.08426 -0.005
P -0.91077 1.28721 -0.84121 0.844
Cl -1.09278 2.07116 -5.90454 0.563
Cl 1.96281 -0.92268 -1.77767 0.275
O -0.84905 -1.53191 1.69774 0.257
H -1.09155 -1.63178 -1.70156 0.052
In 0.58641 0.29119 -5.88572 1.025
C -1.27815 0.15290 -3.16419 -0.334
C -0.09818 1.33669 -8.60787 -0.008
O 0.65585 -1.81418 -9.03860 0.237
H 0.01875 4.02894 1.35672 0.109
H 1.39479 2.12307 0.30339 0.130
H 0.65635 5.10126 0.09647 0.123
C 1.07688 3.00373 -0.26908 -0.167
O -1.94943 1.90757 0.25429 -0.127
O -1.80313 1.20564 -2.24197 -0.184
H -0.17520 0.28152 -3.25049 0.014
H -1.70566 0.36950 -4.14400 0.055
H -1.56885 2.63754 2.96431 0.109
C -0.62137 -1.20625 0.58979 -0.075
O -0.07765 2.67383 -1.08712 -0.085
C -1.58642 1.57486 2.67945 -0.026
```



(2)
Here is a 2-piece molecular cluster, C4H13NOS overall from the Open Molecules 2025 dataset. Energies are from ωB97M-V with the def2-TZVPD basis set.

Output
* LUMO level (alpha / beta): 3.180 / 3.072 eV
* charge: -1
* ΔE to the lowest compared entry with this formula, charge and spin: 0.8845 eV
* HOMO level (alpha / beta): 1.02 / -5.52 eV
* frontier orbital gap (alpha / beta): 0.0792 / 0.3157 hartree
* multiplicity: 2

```
20
Properties=species:S:1:pos:R:3:lowdin_charge:R:1
N 1.00829 0.65396 -0.20378 -0.139
H 1.45913 -4.37078 0.36256 -0.039
H 0.69791 -0.85486 -1.69006 0.065
H 1.81536 0.83578 0.39112 0.063
C -1.09643 1.07103 1.18368 -0.298
O 1.12447 -3.79984 -0.35086 -0.323
H -2.74875 2.31875 0.65496 0.045
H 1.54435 -2.95463 -0.10583 -0.072
H -0.56781 1.98276 1.50625 0.098
C -2.19530 1.49786 0.20394 -0.583
H 2.09377 -1.18317 -0.77018 0.006
C -0.05054 0.09687 0.62347 -0.374
H 0.30998 -0.48928 1.48229 0.048
S -1.63154 2.14390 -1.40593 0.649
H -2.76743 0.61809 0.01029 0.049
H -0.47220 2.64533 -0.96266 -0.155
H 2.09838 0.14341 -1.91442 0.058
C 1.49353 -0.34499 -1.14091 -0.277
H -1.51403 0.62405 2.08543 0.088
H -0.60113 -0.63424 0.04065 0.092
```



(3)
Here is C9H18LiO9S as an isolated structure from the Open Molecules 2025 dataset. Energies are from ωB97M-V with the def2-TZVPD basis set.

Output
* LUMO level: 1.718 eV
* charge: -1
* ΔE to the lowest compared entry with this formula, charge and spin: 1.7679 eV
* HOMO level: -2.92 eV
* frontier orbital gap: 0.1704 hartree
* multiplicity: 1

```
38
Properties=species:S:1:pos:R:3:lowdin_charge:R:1
C 1.65700 48.41900 48.33600 -0.179
O -1.02200 51.73300 43.88300 -0.432
O 2.61800 47.05700 45.12500 -0.244
C 3.62800 49.90200 41.04800 -0.060
H 3.94200 48.98600 41.59400 0.112
H -1.45600 46.65800 44.77100 0.035
H 1.87000 52.73000 39.00000 0.113
H 3.00500 47.83700 43.28100 0.025
C 4.42300 50.65000 40.18000 -0.071
C 2.30100 50.14100 41.18100 -0.305
S 0.00900 51.38000 44.87800 0.012
O 1.45800 49.33500 41.90400 -0.025
H 5.66400 50.37300 40.00100 0.185
C 2.43300 51.93700 39.55800 -0.002
O 1.10500 49.02500 47.19500 -0.192
H 2.22200 49.10000 49.01600 0.091
H 0.90700 49.78000 42.62900 0.103
H 0.86800 47.99600 49.07500 0.101
Li 1.04000 48.47900 45.24500 0.657
H -1.33000 46.17300 42.74900 0.134
H 2.21500 47.62400 47.88000 0.055
H 4.48200 53.24500 38.32600 0.055
O -0.40800 51.33200 46.23200 -0.379
H 1.13000 49.95100 47.58800 0.117
O 1.00800 52.34700 44.73000 -0.386
H 4.23200 47.25600 44.48000 0.093
C 3.38700 47.91600 44.22700 -0.085
H 3.58500 48.88900 44.61600 0.098
H 0.68900 51.66600 40.60100 0.102
H -0.10500 45.39900 43.81700 0.072
O -0.61500 46.97100 44.64400 -0.122
C 1.65100 51.25800 40.50100 0.030
C -0.34700 46.40000 43.39600 -0.153
O 0.56900 50.14100 44.48900 -0.482
H 2.89900 46.04400 45.19800 0.163
C 3.89500 51.68400 39.50600 -0.309
O 4.65700 52.35800 38.52300 -0.005
H 0.60000 46.76000 42.96200 0.077
```



Number 1: molar mass 494.8 u, DFT total energy -98941.870 eV. Number 2: molar mass 123.2 u, DFT total energy -18729.904 eV. Number 3: molar mass 309.2 u, DFT total energy -39090.403 eV.